Here is C5H5NO2 in the gas phase from the Open Molecules 2025 dataset. Energies are from the ωB97M-V functional and the def2-TZVPD basis.

Geometry as ORCA input:
```
! RIJCOSX wB97M-V def2-TZVPD def2/J DEFGRID3
* xyz 0 1
O -2.00 -1.08 0.00
C -0.99 -0.42 0.07
C -0.23 0.38 -1.02
N -0.52 1.54 -0.01
C -0.20 0.42 1.05
C 1.30 0.07 0.68
O 1.40 -1.13 0.01
C 1.26 0.07 -0.76
H -0.67 0.48 -2.01
H -1.46 1.84 -0.09
H -0.41 0.71 2.06
H 2.13 0.31 1.37
H 2.04 0.47 -1.45
*
```

* HOMO level: -9.6921 eV
* energy relative to the best compared isomer or geometry (same formula, charge and spin): 89.7 kcal per mole
* structure (SMILES): O=C1[C@H]2N[C@@H]1[C@H]1O[C@H]12

Results of the Löwdin charge analysis, in e, for atoms 1 through 6: O 0.10; C -0.34; C -0.11; N 0.09; C -0.08; C -0.21

Here is a molecular structure, C7H12N2 from the Open Molecules 2025 dataset. Energies are from the ωB97M-V functional and the def2-TZVPD basis.

Geometry as ORCA input:
```
! RIJCOSX wB97M-V def2-TZVPD def2/J DEFGRID3
* xyz 0 1
C 0.18 3.00 0.25
C -0.47 1.98 -0.84
C 1.66 -0.68 -1.23
C 0.33 -1.59 -1.22
C -0.47 -1.83 0.22
C -0.15 -1.86 1.80
C -0.92 -0.70 1.16
H 1.22 2.56 0.79
H 0.35 4.14 -0.43
H -0.58 3.07 1.03
H -1.62 2.01 -0.96
H 2.75 -0.88 -1.29
H 0.37 -2.62 -1.89
H -0.70 -0.93 -1.64
H -1.33 -2.44 0.27
H -0.96 -2.59 2.25
H 1.16 -2.11 1.76
H -2.02 -0.69 1.44
H -0.32 0.33 1.37
N 0.18 1.19 -1.58
N 1.35 0.63 -1.25
*
```

* HOMO level: -8.1569 eV
* energy relative to the best compared isomer or geometry (same formula, charge and spin): 200.9 kcal per mole

Results of the Löwdin charge analysis, in e, for atoms 1 through 6: C -0.12; C -0.24; C -0.09; C -0.12; C -0.32; C -0.17

Here is a molecular structure, C13H26CrN9OSi from the Open Molecules 2025 dataset. Energies are from the ωB97M-V functional and the def2-TZVPD basis.

Geometry as ORCA input:
```
! RIJCOSX wB97M-V def2-TZVPD def2/J DEFGRID3
* xyz 2 2
Cr 0.50 0.40 -0.32
N 4.40 0.42 0.97
C 4.79 0.48 -0.34
C 3.65 0.51 -1.08
N 2.57 0.49 -0.23
C 3.06 0.43 1.00
C 2.06 0.39 2.06
N 0.80 0.45 1.66
C 0.02 0.36 2.79
C 0.83 0.24 3.87
N 2.12 0.26 3.39
H 5.02 0.38 1.76
H 5.83 0.48 -0.63
H 3.53 0.53 -2.15
H -1.05 0.37 2.74
H 0.61 0.14 4.92
H 2.95 0.17 3.95
C -4.22 -0.01 -0.95
N -3.65 1.34 -0.94
C -4.58 2.45 -0.76
C -2.32 1.47 -0.78
N -1.48 0.49 -0.63
N -1.84 2.78 -0.81
C -0.54 3.20 -0.81
N -0.38 4.52 -1.00
N 0.47 2.39 -0.63
H -5.20 0.04 -1.41
H -4.32 -0.42 0.06
H -3.61 -0.68 -1.56
H -5.57 2.12 -1.06
H -4.35 3.30 -1.39
H -4.63 2.77 0.29
H -1.92 -0.42 -0.62
H -2.53 3.49 -0.99
H -1.16 5.14 -1.16
H 0.53 4.93 -0.97
H 1.36 2.88 -0.66
C -1.16 -3.63 -0.70
Si 0.58 -2.99 -0.57
C 1.31 -3.47 1.06
C 1.62 -3.59 -1.97
O 0.52 -1.32 -0.63
H -1.15 -4.72 -0.68
H -1.64 -3.32 -1.63
H -1.77 -3.29 0.15
H 1.36 -4.56 1.15
H 0.71 -3.10 1.89
H 2.33 -3.09 1.17
H 1.66 -4.69 -1.96
H 2.64 -3.22 -1.89
H 1.21 -3.28 -2.94
*
```

* HOMO level (alpha / beta): -14.5965 / -14.4677 eV

Results of the Löwdin charge analysis, in e, for atoms 1 through 6: Cr 0.84; N 0.15; C -0.02; C -0.05; N 0.00; C -0.24

Here is 3 unconnected molecules or ions with the total composition C5H17NO2 from the Open Molecules 2025 dataset. Energies are from the ωB97M-V functional and the def2-TZVPD basis.

Geometry as ORCA input:
```
! RIJCOSX wB97M-V def2-TZVPD def2/J DEFGRID3
* xyz 1 2
C -1.30 -1.71 0.08
N -0.65 -1.01 -0.98
C 0.76 -1.52 -0.96
C -0.79 1.32 0.02
C -1.00 0.35 -1.18
C -0.35 1.07 -2.33
H -2.41 -1.74 0.01
H -1.11 -2.81 0.15
H -1.06 -1.39 1.08
H 1.03 -1.53 -2.01
H 0.82 -2.58 -0.75
H 1.41 -1.12 -0.28
H -0.94 2.31 -0.33
H 0.04 1.49 0.71
H -1.59 1.01 0.68
H -2.12 0.29 -1.19
H -0.25 0.44 -3.36
H -0.88 2.04 -2.58
H 0.78 1.22 -2.04
H -0.22 -0.98 2.38
H 0.30 -0.95 3.76
O 0.26 -0.41 2.98
H 2.05 1.17 0.75
H 1.99 1.87 2.10
O 2.59 1.82 1.28
*
```

* HOMO level (alpha / beta): -14.3197 / -14.3185 eV
* energy relative to the best compared isomer or geometry (same formula, charge and spin): 51.9 kcal per mole

Results of the Löwdin charge analysis, in e, for atoms 1 through 6: C -0.03; N 0.00; C 0.04; C -0.01; C -0.40; C -0.06

Here is 3 unconnected molecules or ions with the total composition C2H10NO2S from the Open Molecules 2025 dataset. Energies are from the ωB97M-V functional and the def2-TZVPD basis.

Geometry as ORCA input:
```
! RIJCOSX wB97M-V def2-TZVPD def2/J DEFGRID3
* xyz -1 1
C -0.36 -0.34 -0.15
C -0.21 0.25 -1.55
S -0.06 -1.05 -2.81
N 0.74 -1.27 0.20
H -1.29 -0.91 -0.11
H -0.40 0.44 0.63
H 0.68 0.89 -1.54
H -1.07 0.91 -1.73
H 1.60 -0.72 0.14
H 0.80 -1.84 -0.64
H -0.80 -2.10 2.85
H 0.34 -1.57 1.97
O 0.04 -1.63 2.91
H 0.20 2.96 -0.81
H -0.23 2.61 0.60
O 0.03 3.36 0.05
*
```

* HOMO level: -2.9706 eV
* energy relative to the best compared isomer or geometry (same formula, charge and spin): 0.0 kcal per mole

Results of the Löwdin charge analysis, in e, for atoms 1 through 6: C -0.39; C -0.81; S 0.14; N -0.06; H 0.09; H 0.08

Here is a gas-phase ion, C3H5Cl2O4S (charge -1) from the Open Molecules 2025 dataset. Energies are from the ωB97M-V functional and the def2-TZVPD basis.

Geometry as ORCA input:
```
! RIJCOSX wB97M-V def2-TZVPD def2/J DEFGRID3
* xyz -1 3
C -1.32 1.59 0.60
C -0.39 0.36 0.80
C 0.41 0.07 -0.50
O 2.11 -2.16 -0.82
O -0.15 -2.44 -0.03
O 1.52 -1.30 1.40
O -0.35 -0.03 -1.57
S 1.06 -1.62 0.07
Cl 1.83 1.11 -0.75
Cl 0.30 -0.99 -2.96
H -2.29 1.21 0.70
H -1.01 2.46 1.12
H -1.30 1.93 -0.43
H -0.82 -0.73 0.90
H 0.41 0.52 1.46
*
```

* HOMO level (alpha / beta): -4.1695 / -5.7063 eV

Results of the Löwdin charge analysis, in e, for atoms 1 through 6: C -0.07; C -0.24; C -1.05; O -0.38; O -0.36; O -0.34